Entry 1:
{
  "formula": "C22H44F5FeN4O5SSi2Te",
  "method": "wB97M-V/def2-TZVPD",
  "homo_ha": [-0.17889, -0.20280],
  "s2": 6.02,
  "total_charge": -1,
  "multiplicity": 5,
  "symbols": ["Fe", "C", "C", "N", "C", "C", "N", "C", "O", "O", "C", "O", "O", "H", "H", "H", "H", "H", "F", "Te", "F", "F", "F", "F", "O", "C", "Si", "C", "C", "C", "Si", "C", "C", "C", "H", "H", "H", "H", "H", "H", "H", "H", "H", "H", "H", "H", "H", "H", "H", "H", "H", "H", "H", "C", "C", "C", "C", "N", "C", "S", "N", "C", "C", "C", "C", "H", "H", "H", "H", "H", "H", "H", "H", "H", "H", "H", "H", "H", "H", "H", "H", "H", "H", "H", "H"],
  "coordinates": [[-1.405, 0.306, 0.035], [-2.286, -0.567, 3.748], [-1.635, 0.671, 3.275], [-1.330, 0.928, 2.034], [-0.857, 2.218, 1.963], [-0.831, 2.753, 3.272], [-1.321, 1.720, 4.072], [-0.393, 3.988, 3.838], [0.039, 4.933, 2.977], [-0.378, 4.175, 5.057], [-0.719, 2.822, 0.668], [-0.423, 4.024, 0.518], [-0.916, 2.006, -0.338], [-2.346, -1.266, 2.920], [-3.302, -0.344, 4.073], [-1.742, -1.006, 4.582], [-1.548, 1.850, 5.044], [-0.129, 4.669, 2.026], [-4.380, -1.096, 1.321], [-3.670, -0.966, -0.469], [-5.783, -0.651, -0.625], [-4.091, -2.928, -0.336], [-2.104, -2.055, -2.068], [-3.359, 0.985, 0.394], [-1.988, -1.301, 0.402], [-1.042, -2.460, -5.040], [-0.180, -1.448, -3.662], [0.886, -2.633, -2.621], [0.900, -0.100, -4.454], [-1.608, -0.809, -2.551], [-3.157, 0.151, -3.220], [-4.497, -1.162, -3.599], [-2.549, 0.910, -4.873], [-3.778, 1.686, -2.288], [-0.312, -2.937, -5.687], [-1.664, -1.837, -5.670], [-1.675, -3.236, -4.625], [1.380, -3.373, -3.244], [0.277, -3.157, -1.892], [1.649, -2.087, -2.075], [1.815, -0.549, -4.831], [1.176, 0.664, -3.736], [0.402, 0.380, -5.289], [-1.250, -0.265, -1.632], [-4.133, -1.961, -4.239], [-5.360, -0.717, -4.083], [-4.843, -1.610, -2.666], [-2.202, 0.176, -5.586], [-1.736, 1.599, -4.687], [-3.349, 1.467, -5.342], [-4.553, 1.424, -1.572], [-4.190, 2.431, -2.966], [-2.969, 2.169, -1.742], [5.303, 1.182, 1.666], [5.053, 2.290, 0.649], [3.752, 2.119, -0.135], [2.477, 2.418, 0.655], [2.205, 1.423, 1.674], [1.461, 0.314, 1.418], [0.993, -0.117, -0.148], [1.193, -0.507, 2.464], [0.740, -1.873, 2.291], [1.825, -2.790, 1.707], [3.126, -2.794, 2.510], [2.974, -3.445, 3.879], [6.265, 1.321, 2.157], [5.302, 0.213, 1.172], [4.532, 1.176, 2.431], [5.888, 2.297, -0.059], [5.038, 3.256, 1.157], [3.688, 1.102, -0.522], [3.766, 2.806, -0.982], [1.641, 2.438, -0.049], [2.547, 3.393, 1.135], [2.157, 1.770, 2.622], [1.614, -0.272, 3.352], [-0.118, -1.868, 1.613], [0.401, -2.234, 3.262], [2.034, -2.450, 0.694], [1.421, -3.801, 1.646], [3.488, -1.770, 2.621], [3.885, -3.339, 1.946], [2.203, -2.954, 4.467], [3.910, -3.397, 4.433], [2.696, -4.489, 3.762]],
  "lowdin_charge": [0.365, 0.015, -0.324, 0.106, -0.105, -0.064, 0.196, -0.476, 0.105, 0.066, -0.528, 0.045, -0.166, 0.069, 0.096, 0.079, 0.168, 0.065, -0.454, 1.923, -0.577, -0.493, -0.247, -0.485, -0.694, -0.167, 0.574, -0.178, -0.167, -0.427, 0.495, -0.178, -0.186, -0.191, 0.021, 0.005, 0.031, 0.024, 0.033, -0.016, 0.024, 0.024, 0.014, -0.029, 0.026, 0.034, -0.024, -0.005, 0.024, 0.021, 0.001, 0.033, 0.019, -0.117, -0.261, -0.200, -0.215, 0.017, -0.687, 0.853, 0.012, -0.213, -0.197, -0.264, -0.112, 0.065, 0.072, 0.049, 0.101, 0.103, 0.093, 0.113, 0.081, 0.131, 0.141, 0.144, 0.080, 0.114, 0.068, 0.119, 0.090, 0.105, 0.059, 0.066, 0.072]
}

---

Entry 2:
{
  "formula": "C22H44HfN3OP3S",
  "method": "wB97M-V/def2-TZVPD",
  "homo_ha": -0.67879,
  "total_charge": 4,
  "symbols": ["Hf", "P", "P", "P", "H", "C", "C", "H", "C", "C", "C", "C", "C", "C", "C", "C", "C", "H", "H", "H", "H", "H", "H", "H", "H", "H", "H", "H", "H", "H", "H", "H", "H", "H", "H", "H", "H", "H", "H", "H", "H", "H", "H", "H", "H", "H", "C", "C", "C", "C", "C", "C", "S", "H", "H", "H", "H", "H", "H", "C", "N", "C", "C", "C", "N", "C", "O", "N", "H", "H", "H", "H", "H", "H", "H"],
  "coordinates": [[0.513, -0.150, 0.008], [-1.222, -1.823, -1.380], [3.020, -0.452, -0.499], [0.256, 1.041, -2.410], [-3.940, -1.612, 2.822], [-4.030, -0.981, 1.923], [-4.883, -1.613, 0.905], [-5.228, -2.635, 1.050], [-2.084, -3.074, -0.360], [-0.157, -2.960, -2.365], [-2.607, -1.454, -2.522], [4.085, 0.834, 0.259], [3.709, -1.956, 0.270], [3.675, -0.551, -2.202], [-1.362, 1.878, -2.566], [0.399, 0.148, -4.004], [1.373, 2.451, -2.758], [-4.351, 0.035, 2.207], [-5.270, -1.020, 0.080], [-2.992, -2.655, 0.097], [-1.416, -3.430, 0.432], [-2.365, -3.922, -1.001], [0.453, -3.564, -1.680], [0.516, -2.408, -3.034], [-0.801, -3.623, -2.960], [-3.436, -1.026, -1.940], [-2.945, -2.393, -2.984], [-2.321, -0.753, -3.312], [5.128, 0.682, -0.053], [4.022, 0.768, 1.353], [3.750, 1.835, -0.041], [4.736, -2.124, -0.082], [3.091, -2.824, 0.013], [3.717, -1.851, 1.362], [4.752, -0.770, -2.156], [3.517, 0.390, -2.744], [3.167, -1.359, -2.746], [-1.404, 2.370, -3.547], [-1.475, 2.628, -1.773], [-2.187, 1.163, -2.481], [0.184, 0.860, -4.814], [-0.301, -0.691, -4.073], [1.421, -0.234, -4.127], [1.088, 2.874, -3.731], [2.418, 2.124, -2.798], [1.279, 3.225, -1.989], [-0.281, 3.444, 0.502], [0.193, 4.758, 0.329], [-0.713, 5.818, 0.297], [-2.085, 5.578, 0.450], [-2.551, 4.278, 0.666], [-1.650, 3.211, 0.708], [0.926, 2.125, 0.487], [-2.967, -0.847, 1.498], [1.269, 4.917, 0.225], [-0.347, 6.835, 0.155], [-2.796, 6.404, 0.403], [-3.614, 4.085, 0.805], [-1.981, 2.189, 0.893], [0.739, -4.015, 2.986], [0.704, -2.564, 3.241], [0.892, -2.044, 4.503], [0.925, -0.689, 4.668], [0.776, 0.156, 3.555], [0.503, -0.394, 2.331], [0.579, -1.732, 2.209], [0.580, -2.166, 0.978], [0.924, 1.479, 3.585], [-0.205, -4.342, 2.533], [0.869, -4.507, 3.953], [1.576, -4.269, 2.325], [1.031, -2.794, 5.278], [1.107, -0.251, 5.647], [1.182, 1.943, 4.447], [0.926, 1.997, 2.693]],
  "lowdin_charge": [1.053, 0.742, 0.718, 0.662, 0.118, -0.042, 0.341, 0.136, -0.237, -0.212, -0.239, -0.238, -0.232, -0.218, -0.217, -0.236, -0.235, 0.135, 0.126, -0.003, 0.038, 0.087, 0.063, 0.032, 0.084, 0.044, 0.083, 0.035, 0.085, 0.061, 0.033, 0.084, 0.048, 0.060, 0.086, 0.039, 0.055, 0.086, 0.034, 0.024, 0.081, 0.022, 0.050, 0.082, 0.041, 0.027, -0.600, -0.092, -0.022, -0.022, -0.055, -0.152, 0.613, 0.128, 0.119, 0.134, 0.132, 0.119, 0.079, 0.055, -0.017, 0.068, 0.060, -0.310, 0.037, -0.504, -0.216, 0.222, 0.107, 0.117, 0.117, 0.165, 0.150, 0.154, 0.025]
}